No. 1
The following is a quantum chemistry calculation of a molecular structure, C5H11Br3N3OS, from the Open Molecules 2025 dataset.

E_HOMO   -12.9891 eV
Frontier orbital gap   9.9 eV
Charge   +1
LUMO   -3.14 eV

Structure (XYZ):
```
24
C5H11Br3N3OS, DFT the ωB97M-V functional and the def2-TZVPD basis
Br -1.07733 -6.07971 2.16144
Br 1.39964 -4.13542 1.70699
Br -1.55329 -3.12896 1.11311
S 0.13340 3.27583 -1.58476
O -2.74016 2.55543 -0.89168
N -0.64707 -0.40325 -0.67283
N 0.06353 1.64715 -1.01960
N -2.28132 1.27096 -0.71462
C 0.68888 -0.36907 -0.00749
C 2.54215 1.41622 -0.50487
C 1.10402 1.12445 -0.09166
C -1.02527 0.88851 -0.82287
C -0.44415 -4.28247 2.21560
H -0.64540 3.06197 -2.65262
H 0.57367 -0.67024 1.03167
H 3.00430 2.10118 0.20515
H 2.57893 1.90448 -1.47860
H -3.03248 0.60725 -0.58523
H 1.38067 -1.03710 -0.51518
H -1.32302 -0.99254 -0.19505
H -2.20791 3.13020 -0.31259
H 3.13954 0.50630 -0.51975
H -0.53802 -3.91892 3.22876
H 0.90667 1.52775 0.90666
```

=====

No. 2
The following is a quantum chemistry calculation of 8 unconnected molecules or ions with the total composition C6H24NO8, from the Open Molecules 2025 dataset.

E_HOMO (spin up / spin down)   -3.7559 / -7.7960 eV
Frontier orbital gap (spin up / spin down)   4.0 / 8.0 eV
Multiplicity   2
LUMO (spin up / spin down)   0.20 / 0.18 eV

Structure (XYZ):
```
39
C6H24NO8, DFT the ωB97M-V functional and the def2-TZVPD basis
O 0.16999 -2.53289 -2.71678
O 1.61753 2.76873 -1.73352
O -0.87690 2.49544 -0.26470
O 0.84055 0.66549 -2.89601
O 2.02145 0.89134 2.35855
O -2.87283 -2.32442 -0.73837
O -1.91891 2.30180 2.84833
O -2.32988 0.24297 -3.46894
N -0.81273 -0.15696 -0.12579
C -2.07081 -0.12007 -0.02601
C 0.28809 -0.46290 0.67193
C 2.72934 -1.35725 2.47527
C 1.46850 -2.14110 2.36095
C 0.41480 -1.56759 1.47670
C 2.75866 0.09028 2.87147
H 2.49734 3.02174 -2.19310
H -0.46943 0.04950 -1.17043
H 0.05725 -3.26622 -3.23698
H -2.85424 0.39064 -4.26918
H 0.23742 1.36958 -2.61791
H -3.10040 -2.09312 -1.57416
H -2.61427 0.24449 -0.87709
H -1.93031 1.15690 -3.32246
H -0.88831 3.50177 -0.46034
H -2.88620 2.57619 2.68159
H 3.64243 -1.85680 3.09705
H 1.86512 2.17517 -0.93078
H 1.08170 -2.43770 3.33402
H -0.28538 2.34018 0.44650
H -0.50228 -2.27028 1.25070
H 3.12184 -1.24714 1.39360
H -1.93922 1.56627 3.46174
H 1.64393 1.01526 -3.14510
H 1.08376 0.31792 0.48188
H -2.13955 -3.02060 -0.81219
H 1.78486 -3.12224 1.79763
H 0.84344 -1.91212 -3.03482
H -2.67343 -0.42260 0.84842
H 3.37341 0.30608 3.64148
```

=====

No. 3
The following is a quantum chemistry calculation of 2 unconnected molecules or ions with the total composition C6H10N, from the Open Molecules 2025 dataset.

E_HOMO (spin up / spin down)   -11.2237 / -11.2242 eV
Frontier orbital gap (spin up / spin down)   7.3 / 7.3 eV
Charge   +1
LUMO (spin up / spin down)   -3.97 / -3.97 eV
Energy above the lowest of the compared OMol25 structures with the same formula, charge and spin   624.1 kJ/mol

Structure (XYZ):
```
17
C6H10N, DFT the ωB97M-V functional and the def2-TZVPD basis
N -1.25091 0.38177 0.25145
C -0.19812 -0.48806 -0.32940
C -1.11559 -1.02331 0.68517
C 2.44287 -0.33668 0.50749
C 2.92691 0.93746 0.15555
C 3.34166 -0.15007 -0.55759
C -2.60167 0.64062 -0.47804
H -0.78242 -1.21278 1.74207
H -1.77136 -1.78084 0.32004
H 3.21289 1.93049 0.37911
H -0.23578 -0.66798 -1.42005
H 3.96708 -0.70021 -1.24898
H -0.88271 1.18843 0.71628
H -2.37025 1.08761 -1.37115
H -2.90743 -0.35946 -0.60736
H 1.51279 -0.57148 0.99687
H -3.28795 1.12447 0.25855
```

=====

No. 4
The following is a quantum chemistry calculation of a molecular structure, C6H12O, from the Open Molecules 2025 dataset.

E_HOMO   -9.6691 eV
Frontier orbital gap   10.6 eV
LUMO   0.92 eV
Energy above the lowest of the compared OMol25 structures with the same formula, charge and spin   385.1 kJ/mol

Structure (XYZ):
```
19
C6H12O, DFT the ωB97M-V functional and the def2-TZVPD basis
O -1.12959 1.73888 -0.04902
C -3.15578 -0.15537 0.24727
C 0.71060 0.17244 -0.68607
C -1.74846 -0.57067 -0.15185
C -0.74877 0.54831 -0.30637
C 1.64325 0.21652 0.45808
C 3.13287 -0.07440 0.10490
H 1.76451 1.45744 1.03275
H -3.14271 0.20075 1.48781
H 1.05167 -0.26852 1.21251
H 1.08957 0.90879 -1.26717
H 3.12615 -1.01962 -0.33409
H -3.72547 -0.99580 0.26731
H -1.36400 -1.15001 0.52898
H -3.37818 0.55705 -0.40872
H 0.70988 -0.63011 -1.31521
H 3.32353 0.65475 -0.56704
H 3.78233 -0.33252 0.81861
H -1.94139 -1.25792 -1.07270
```

=====

No. 5
The following is a quantum chemistry calculation of 2 unconnected molecules or ions with the total composition C11H19O2Si, from the Open Molecules 2025 dataset.

E_HOMO   -0.8294 eV
Frontier orbital gap   3.8 eV
Charge   -1
LUMO   3.01 eV
Energy above the lowest of the compared OMol25 structures with the same formula, charge and spin   114.9 kJ/mol

Structure (XYZ):
```
33
C11H19O2Si, DFT the ωB97M-V functional and the def2-TZVPD basis
Si -0.42838 1.70949 -0.10519
O -2.01710 -3.84316 0.63507
O -3.70507 -2.24092 0.53441
C -1.35044 1.62390 1.65073
C 0.92324 -2.41853 -2.69024
C 1.59794 -0.47037 2.27355
C 0.39685 -1.02832 0.33581
C 1.02765 -0.82562 -0.79949
C -1.56539 2.31665 -1.51544
C 1.74237 -1.38427 -2.01741
C -2.90143 -3.06577 0.52471
C 0.70405 3.25381 0.15857
C 0.39993 -1.25519 1.76732
C -0.24154 -0.06815 -0.62862
H -1.88910 0.59336 1.67445
H 0.90092 -3.36557 -2.13617
H 1.71217 2.84689 -0.23541
H 1.55936 -0.40239 3.36125
H 1.84752 -0.55452 -2.77164
H 1.46001 0.53238 1.97369
H -0.59360 -0.89409 2.23515
H 2.61495 -1.79526 -1.60542
H 0.88507 3.43524 1.21874
H -0.08510 -2.08663 -2.76495
H -0.58565 1.55413 2.46326
H -1.96456 2.48029 2.02446
H -1.10129 1.99611 -2.46839
H 2.53223 -0.94326 1.86808
H -2.50645 1.71041 -1.28524
H 0.75310 -2.30591 1.94208
H 1.33332 -2.55927 -3.66339
H 0.46432 4.13692 -0.42554
H -1.91989 3.31761 -1.52882
```